1.
Computed, not measured: C4H11N2O2Sn as an isolated structure, with ωB97M-V/def2-TZVPD.

Geometry as ORCA input:
```
! RIJCOSX wB97M-V def2-TZVPD def2/J DEFGRID3
* xyz 1 1
Sn -8.541 8.546 -20.137
C -6.048 10.131 -23.950
C -6.079 9.528 -22.527
C -4.838 8.803 -22.181
O -6.488 10.474 -21.601
H -5.558 9.398 -24.591
H -5.448 11.041 -23.932
H -7.034 10.302 -24.381
H -6.927 8.845 -22.575
H -4.769 7.944 -22.849
H -4.822 8.422 -21.160
H -3.895 9.302 -22.401
C -12.256 10.040 -20.444
O -11.304 9.544 -19.913
N -12.258 10.276 -21.742
N -13.391 10.418 -19.804
H -11.455 9.881 -22.211
H -13.173 10.385 -22.157
H -14.034 11.044 -20.268
H -13.448 10.393 -18.796
*
```

The value obtained for the orbital gap is 5.09 eV. For the total energy, the calculation gives -17222.6620 eV. The highest occupied orbital energy comes out at -0.4349 Ha. For the largest force on an atom, the calculation gives 0.09344 hartree/bohr.

2.
Computed, not measured: C38H35AsBr4CrN3O2S2 as an isolated structure, with ωB97M-V/def2-TZVPD.

Geometry as ORCA input:
```
! RIJCOSX wB97M-V def2-TZVPD def2/J DEFGRID3
* xyz 0 4
Cr 1.402 0.950 1.396
Br 2.844 4.846 6.874
C 1.947 3.804 5.583
C 0.592 3.529 5.710
Br -0.391 4.185 7.179
C -0.055 2.752 4.736
Br -1.883 2.292 4.828
C 0.648 2.270 3.646
O 0.113 1.521 2.672
C 2.022 2.539 3.522
O 2.620 1.995 2.458
C 2.662 3.301 4.485
Br 4.507 3.597 4.237
C 2.826 1.430 -1.981
C 3.551 0.660 -0.930
N 3.063 0.357 0.242
C 3.914 -0.451 0.980
C 5.089 -0.722 0.375
S 5.112 0.017 -1.167
C 3.337 -1.009 2.206
C 3.862 -1.858 3.110
S 2.660 -2.300 4.245
C 1.499 -1.321 3.465
N 1.998 -0.707 2.424
C 0.092 -1.221 3.947
H 1.851 0.968 -2.148
H 3.383 1.434 -2.916
H 2.663 2.458 -1.662
H 5.902 -1.340 0.729
H 4.869 -2.250 3.159
H -0.354 -2.215 3.991
H -0.482 -0.583 3.285
H 0.063 -0.777 4.944
C 2.513 -1.094 -5.632
C 1.681 -1.248 -4.385
C 2.213 -1.787 -3.220
C 1.456 -1.919 -2.060
C 2.124 -2.618 -0.891
C 0.115 -1.462 -2.029
As -0.557 -1.315 -0.155
N 0.022 0.415 0.112
C -0.409 1.604 -0.468
C -1.539 1.760 -1.276
C -1.903 3.001 -1.776
C -1.170 4.144 -1.485
C -0.046 4.021 -0.682
C 0.332 2.777 -0.205
C -2.515 -1.373 -0.226
C -3.065 -2.495 -0.865
C -2.226 -3.570 -1.516
C -4.447 -2.644 -0.915
C -5.304 -1.733 -0.312
C -6.799 -1.912 -0.366
C -4.735 -0.684 0.397
C -3.357 -0.495 0.476
C -2.863 0.630 1.358
C -0.458 -1.017 -3.231
C -1.923 -0.703 -3.450
C 0.342 -0.902 -4.372
H 3.562 -1.323 -5.438
H 2.454 -0.076 -6.023
H 2.167 -1.764 -6.423
H 3.244 -2.134 -3.216
H 3.128 -2.941 -1.177
H 1.562 -3.498 -0.580
H 2.208 -1.990 -0.010
H -2.160 0.904 -1.472
H -2.792 3.076 -2.394
H -1.469 5.110 -1.869
H 0.549 4.891 -0.431
H 1.260 2.772 0.383
H -1.257 -3.712 -1.036
H -2.029 -3.347 -2.569
H -2.753 -4.524 -1.468
H -4.861 -3.509 -1.430
H -7.085 -2.622 -1.144
H -7.302 -0.964 -0.569
H -7.182 -2.288 0.586
H -5.382 0.012 0.929
H -3.418 0.625 2.298
H -3.025 1.606 0.894
H -1.808 0.572 1.599
H -2.549 -0.899 -2.588
H -2.298 -1.316 -4.274
H -2.053 0.342 -3.739
H -0.122 -0.536 -5.286
*
```

The value obtained for the orbital gap (spin up / spin down) is 6.92 / 7.09 eV. For the total energy, the calculation gives -439642.8141 eV. The highest occupied orbital energy (spin up / spin down) comes out at -0.2671 / -0.2739 Ha. For the largest force on an atom, the calculation gives 0.01201 hartree/bohr.

3.
Computed, not measured: a 2-piece molecular cluster, C3H9N2S overall, with ωB97M-V/def2-TZVPD.

Geometry as ORCA input:
```
! RIJCOSX wB97M-V def2-TZVPD def2/J DEFGRID3
* xyz 1 1
C 0.022 -0.450 0.645
C 1.749 -2.554 1.209
C -1.043 0.814 -1.398
N 0.461 0.716 1.215
N 0.000 -0.173 -0.822
S 2.929 -3.470 0.714
H -0.964 -0.713 1.120
H 1.674 -2.104 2.188
H -0.581 1.758 -1.755
H -1.423 0.400 -2.235
H -1.822 1.105 -0.691
H 1.399 1.061 1.233
H 0.163 1.005 2.161
H 0.922 0.225 -0.931
H -0.146 -1.139 -1.440
*
```

The value obtained for the orbital gap (spin up / spin down) is 7.12 / 8.42 eV. For the total energy, the calculation gives -17060.6370 eV. The highest occupied orbital energy (spin up / spin down) comes out at -0.4217 / -0.4560 Ha. For the largest force on an atom, the calculation gives 0.07701 hartree/bohr.

4.
Computed, not measured: H26HeO13 as an isolated structure, with ωB97M-V/def2-TZVPD.

Geometry as ORCA input:
```
! RIJCOSX wB97M-V def2-TZVPD def2/J DEFGRID3
* xyz 0 1
He -11.224 -14.882 -11.424
O -10.754 -15.583 -14.122
H -11.666 -15.293 -14.088
H -10.808 -16.538 -14.171
O -8.892 -14.565 -8.513
H -8.109 -14.106 -8.208
H -9.583 -13.905 -8.486
O -10.787 -16.868 -8.321
H -11.427 -16.230 -8.006
H -10.073 -16.338 -8.674
O -14.244 -15.148 -10.340
H -13.831 -15.127 -9.477
H -14.497 -14.240 -10.507
O -9.861 -12.137 -12.198
H -10.719 -11.926 -11.830
H -9.557 -12.885 -11.685
O -10.834 -12.516 -8.650
H -10.084 -11.966 -8.424
H -11.436 -11.926 -9.104
O -13.624 -18.381 -12.421
H -13.727 -17.450 -12.618
H -14.514 -18.730 -12.439
O -13.020 -18.320 -9.733
H -12.962 -18.435 -10.681
H -12.195 -17.901 -9.491
O -8.250 -16.767 -12.343
H -7.589 -17.287 -11.886
H -7.869 -16.597 -13.205
O -8.834 -13.206 -14.683
H -9.026 -12.671 -13.913
H -9.269 -14.041 -14.509
O -8.065 -14.222 -11.159
H -8.336 -14.297 -10.244
H -8.234 -15.088 -11.531
O -13.805 -15.540 -13.368
H -14.234 -15.559 -12.512
H -14.360 -14.973 -13.903
O -9.770 -19.159 -12.605
H -9.468 -18.255 -12.526
H -9.716 -19.509 -11.716
*
```

The value obtained for the orbital gap is 9.56 eV. For the total energy, the calculation gives -27119.0869 eV. The highest occupied orbital energy comes out at -0.3700 Ha. For the largest force on an atom, the calculation gives 0.01850 hartree/bohr.

5.
Computed, not measured: C8H28OP2STi as an isolated structure, with ωB97M-V/def2-TZVPD.

Geometry as ORCA input:
```
! RIJCOSX wB97M-V def2-TZVPD def2/J DEFGRID3
* xyz 2 1
Ti 0.084 0.042 0.323
H -2.590 -0.309 -0.369
H -2.164 0.252 -0.010
P 0.290 -2.286 -0.539
P 0.411 2.478 -0.422
C 0.530 3.485 1.114
H 0.812 4.536 0.910
H -0.419 3.453 1.679
H 1.299 3.033 1.764
C 1.692 3.193 -1.503
H 1.519 2.878 -2.532
H 1.730 4.281 -1.458
H 2.662 2.791 -1.209
C -1.173 3.051 -1.155
H -1.998 2.783 -0.486
H -1.195 4.133 -1.349
H -1.343 2.512 -2.091
C 1.708 -3.118 -1.342
H 1.636 -4.209 -1.283
H 1.750 -2.811 -2.391
H 2.644 -2.798 -0.874
C 0.222 -3.251 1.046
H -0.758 -3.117 1.532
H 0.396 -4.328 0.872
H 0.991 -2.888 1.744
C -1.117 -3.035 -1.423
H -1.202 -2.503 -2.371
H -0.986 -4.104 -1.593
H -2.032 -2.845 -0.862
H -0.541 -0.621 -1.108
H 1.574 -0.152 -0.233
C -2.501 -0.802 3.527
S -1.632 0.631 2.836
C -1.027 1.316 4.400
O -0.273 -0.030 2.242
H -3.470 -0.477 3.910
H -1.934 -1.184 4.386
H -2.615 -1.591 2.776
H -0.740 0.500 5.095
H -0.151 1.960 4.240
H -1.898 1.865 4.810
*
```

The value obtained for the orbital gap is 8.11 eV. For the total energy, the calculation gives -63307.9473 eV. The highest occupied orbital energy comes out at -0.5640 Ha. For the largest force on an atom, the calculation gives 0.04972 hartree/bohr.

6.
Computed, not measured: a 2-piece molecular cluster, C3H6N2O overall, with ωB97M-V/def2-TZVPD.

Geometry as ORCA input:
```
! RIJCOSX wB97M-V def2-TZVPD def2/J DEFGRID3
* xyz 0 1
C 0.696 -0.537 -1.096
C -2.371 0.195 0.626
C 1.847 0.457 0.688
O -0.506 -0.435 -0.408
N -1.823 0.898 -0.210
N 1.913 -0.120 -0.430
H 0.635 0.031 -2.036
H 0.841 -1.589 -1.385
H -3.253 0.421 1.210
H -1.659 -0.766 0.670
H 2.772 0.770 1.166
H 0.908 0.676 1.206
*
```

The value obtained for the orbital gap is 9.09 eV. For the total energy, the calculation gives -8230.7875 eV. The highest occupied orbital energy comes out at -0.3518 Ha. For the largest force on an atom, the calculation gives 0.04111 hartree/bohr.